(1)
# C20H60AsF6N4NiO8

C20H60AsF6N4NiO8 as an isolated structure (ωB97M-V/def2-TZVPD, OMol25).

Positions of all 100 atoms, in Å:
Ni1 0.64747 -0.27005 -12.59422
As1 5.42804 -0.25936 -16.87450
F1 6.15686 0.37061 -18.42105
F2 5.88602 -1.94161 -17.40036
F3 4.68600 -0.76449 -15.32977
F4 4.84782 1.39847 -16.52234
F5 3.89135 -0.45718 -17.75389
F6 7.08632 0.00295 -16.12827
C1 -0.61480 -3.14375 -12.09798
O1 -0.06902 -2.23825 -13.08076
H1 -1.24983 -2.70817 -11.32656
H2 -1.28538 -3.88770 -12.52805
H3 0.11078 -3.76618 -11.57433
H4 0.46245 -2.81067 -13.63886
C2 5.32915 1.69703 -13.25636
O2 4.18806 1.54865 -12.39177
H5 5.43463 0.90822 -14.00118
H6 5.39545 2.67810 -13.72668
H7 6.29554 1.61334 -12.75917
H8 4.31355 2.18979 -11.68836
C3 -3.08996 0.02860 -8.45187
O3 -2.89125 -1.02831 -9.33981
H9 -4.10874 0.41091 -8.51528
H10 -2.86816 -0.15492 -7.40057
H11 -2.29634 0.71179 -8.75441
H12 -3.26307 -1.69895 -8.76225
C4 -0.31810 3.34900 -9.67478
O4 1.04299 3.27074 -9.93142
H13 -0.46952 4.06906 -8.87061
H14 -0.86261 3.61493 -10.58081
H15 -0.76983 2.43576 -9.28746
H16 1.51038 3.81969 -9.29754
C5 1.46745 3.84120 -13.38144
C6 0.83333 2.42621 -13.38878
C7 0.94504 1.68626 -14.78199
O5 0.55688 0.37684 -14.55156
C8 0.56550 -0.28030 -15.80886
N1 1.49850 1.63248 -12.35155
H17 1.08890 4.61457 -14.04980
H18 2.53526 3.87372 -13.59783
H19 1.35914 4.32407 -12.41026
H20 -0.21156 2.57240 -13.11502
H21 1.94804 1.57051 -15.19270
H22 0.31979 2.25813 -15.46765
H23 0.01048 0.24525 -16.58593
H24 0.11605 -1.26900 -15.71621
H25 1.56346 -0.50614 -16.18460
H26 1.41485 2.26100 -11.56539
H27 2.49267 1.69734 -12.51747
C9 1.77610 -5.31081 -13.95175
C10 2.24750 -4.45628 -15.13642
C11 2.32185 -5.28208 -16.47323
O6 3.03371 -4.49996 -17.41323
C12 4.43140 -4.71299 -17.42153
N2 1.23225 -3.38940 -15.26570
H28 2.47571 -6.10590 -13.69390
H29 0.82144 -5.81117 -14.11415
H30 1.65858 -4.73964 -13.03085
H31 3.14663 -3.98129 -14.74394
H32 1.30042 -5.38153 -16.84052
H33 2.72135 -6.29602 -16.49383
H34 4.88324 -4.28540 -16.52648
H35 4.94545 -4.19554 -18.23154
H36 4.72829 -5.76009 -17.48107
H37 1.42376 -2.99136 -16.17400
H38 0.30680 -3.78089 -15.36752
C13 4.65743 -1.87249 -12.12435
C14 3.15716 -1.72494 -12.06003
C15 2.61068 -1.35320 -10.67100
O7 1.22157 -0.95230 -10.77216
C16 0.54333 -0.83833 -9.46823
N3 2.65752 -0.90567 -13.11339
H39 5.00704 -2.62239 -11.41476
H40 5.08315 -0.88681 -11.93644
H41 4.94300 -2.02968 -13.16447
H42 2.75631 -2.71396 -12.28200
H43 3.17835 -0.51854 -10.25967
H44 2.71722 -2.23369 -10.03737
H45 -0.53235 -0.66373 -9.44482
H46 1.00990 -0.04136 -8.88922
H47 0.82812 -1.71199 -8.88197
H48 3.36169 -0.18684 -13.20011
H49 3.00643 -1.53950 -13.81811
C17 -2.73677 -0.77115 -13.60034
C18 -2.32909 0.56316 -12.82910
C19 -3.48467 1.15522 -12.07439
O8 -2.99229 2.33088 -11.42371
C20 -4.07481 3.22630 -11.01645
N4 -1.17992 0.26248 -11.92441
H50 -3.64985 -0.67817 -14.18833
H51 -2.90285 -1.57978 -12.88855
H52 -1.99193 -0.99299 -14.36460
H53 -1.99060 1.35128 -13.50170
H54 -3.86424 0.43755 -11.34709
H55 -4.36739 1.44656 -12.64363
H56 -3.86815 4.00380 -10.28100
H57 -4.79193 2.59162 -10.49587
H58 -4.56720 3.70800 -11.86122
H59 -1.22610 1.10246 -11.36548
H60 -1.56697 -0.39082 -11.25846

net charge	+1
orbital gap (spin up / spin down)	9.1139 / 9.1035	eV
multiplicity	3
E_LUMO (spin up / spin down)	-2.33 / -2.34	eV
expectation value of S²	2.004


(2)
# C20H60CaN5O9P

C20H60CaN5O9P as an isolated structure (ωB97M-V/def2-TZVPD, OMol25).

Positions of all 96 atoms, in Å:
Ca1 1.49324 -3.02464 -1.12168
P1 0.14302 -0.69390 -0.37497
O1 -0.21902 -2.15937 0.00292
O2 0.37331 0.19572 0.85420
O3 -0.86426 -0.07296 -1.40531
O4 1.46813 -0.85585 -1.19402
C1 3.29920 1.90899 2.56573
C2 3.78107 1.66878 1.14450
C3 5.25165 1.93029 0.89607
O5 5.86462 0.66678 1.19079
C4 7.28175 0.63535 1.08638
N1 3.30235 0.28940 0.69467
H1 3.49584 -0.01874 -0.25993
H2 3.81111 -0.38964 1.26583
H3 2.27126 0.23142 0.71778
H4 3.65433 1.08077 3.18436
H5 2.22479 1.99309 2.72392
H6 3.74245 2.82556 2.95124
H7 3.22426 2.30960 0.45488
H8 5.72188 2.67423 1.54576
H9 5.52287 2.30410 -0.09583
H10 7.59040 -0.27279 1.60718
H11 7.72432 1.35214 1.78849
H12 7.73311 0.72634 0.10126
C5 -4.75428 0.02182 0.13232
C6 -4.01602 -1.26373 -0.23239
C7 -4.99856 -2.41559 -0.25332
O6 -4.68238 -3.40836 -1.21833
C8 -3.70483 -4.37879 -0.82267
N2 -3.49036 -1.07619 -1.63705
H13 -4.06803 -0.45578 -2.20047
H14 -2.46954 -0.83753 -1.56756
H15 -3.45400 -1.94400 -2.18581
H16 -5.44463 -0.06342 0.97163
H17 -5.27193 0.48321 -0.71145
H18 -4.14190 0.86918 0.46387
H19 -3.19300 -1.49671 0.44161
H20 -5.96757 -2.17431 -0.70254
H21 -5.15820 -2.79704 0.75872
H22 -2.75202 -3.84019 -0.75072
H23 -3.62359 -5.18651 -1.54760
H24 -3.95228 -4.90193 0.10357
C9 1.87601 1.62166 -3.50432
C10 1.25816 0.74062 -4.58633
C11 2.11814 -0.39425 -5.13150
O7 1.31438 -1.01967 -6.07875
C12 1.87844 -2.14295 -6.73758
N3 -0.04460 0.13044 -4.04187
H25 -0.13832 -0.81904 -4.40196
H26 -0.18910 0.09878 -2.99466
H27 -0.81965 0.70693 -4.36941
H28 1.13868 2.29372 -3.06765
H29 2.75383 2.18155 -3.81964
H30 2.23125 0.90503 -2.76002
H31 1.03079 1.37718 -5.44114
H32 2.34429 -1.10364 -4.31212
H33 3.10657 -0.06470 -5.46503
H34 2.75072 -1.77609 -7.28299
H35 1.14321 -2.59886 -7.39395
H36 2.14908 -2.87976 -5.96846
C13 0.94818 -0.88214 4.20140
C14 0.22416 -2.19634 3.84399
C15 -0.26605 -2.97127 5.04916
O8 -0.69820 -4.23044 4.58675
C16 -1.18751 -5.12868 5.54672
N4 -0.88558 -2.00462 2.84052
H37 -1.63783 -1.39455 3.16266
H38 -0.45456 -1.67539 1.95671
H39 -1.35718 -2.87423 2.57631
H40 0.23355 -0.12235 4.51785
H41 1.23013 -0.50364 3.21559
H42 1.76003 -1.14471 4.86930
H43 0.88215 -2.87256 3.29480
H44 -1.03977 -2.50728 5.67104
H45 0.57730 -3.15802 5.72405
H46 -2.09459 -4.80852 6.07554
H47 -0.49791 -5.25062 6.39028
H48 -1.42229 -6.11279 5.15158
C17 -2.18827 2.90944 -1.87257
C18 -1.30397 3.56876 -0.80855
C19 -1.94309 4.82459 -0.22647
O9 -2.05951 4.63608 1.18395
C20 -2.53614 5.80068 1.84217
N5 -0.88998 2.58074 0.23925
H49 -0.18587 1.87320 -0.06705
H50 -0.38971 3.03795 1.00593
H51 -1.64322 2.01942 0.63177
H52 -3.09181 2.45440 -1.45982
H53 -1.67112 2.15064 -2.45025
H54 -2.56712 3.66835 -2.55803
H55 -0.33430 3.72434 -1.28615
H56 -2.91644 5.03717 -0.66859
H57 -1.24475 5.64811 -0.39151
H58 -3.55114 6.02593 1.50903
H59 -1.89838 6.68657 1.80437
H60 -2.54964 5.49599 2.88964

net charge	+4
ΔE to the lowest compared entry with this formula, charge and spin	22.8	kcal/mol
orbital gap	6.9466	eV
E_LUMO	-11.47	eV